--- 1 ---
The molecule C6H14. Source: OMol25; level of theory: ωB97M-V/def2-TZVPD.

```
20
Properties=species:S:1:pos:R:3:nbo_charge:R:1
C 3.1821 0.2237 0.3903 -0.64
C 1.8515 -0.2539 -0.2205 -0.37
C 0.6078 0.4236 0.2780 -0.39
C -0.6228 -0.2721 -0.2709 -0.39
C -1.9114 0.3798 0.1987 -0.39
C -3.1579 -0.2605 -0.3957 -0.60
H 3.9521 0.6751 -0.2451 0.21
H 3.1566 0.7355 1.3682 0.21
H 3.4124 -0.8062 0.5298 0.22
H 1.9638 -0.2678 -1.3100 0.20
H 1.7514 -1.3409 0.0561 0.18
H 0.6166 1.4879 0.0159 0.20
H 0.6234 0.3732 1.3788 0.19
H -0.5989 -1.3347 0.0211 0.19
H -0.5677 -0.2615 -1.3697 0.19
H -1.9496 0.3372 1.2959 0.19
H -1.8762 1.4456 -0.0650 0.19
H -3.1442 -0.1982 -1.4903 0.20
H -4.0665 0.2350 -0.0409 0.21
H -3.2225 -1.3209 -0.1247 0.20
```

Results
SMILES	CCCCCC
HOMO level	-10.39	eV
gap between HOMO and LUMO	11.653	eV

=====

--- 2 ---
A 2-piece molecular cluster, C6H14 overall. Source: OMol25; level of theory: ωB97M-V/def2-TZVPD.

```
20
Properties=species:S:1:pos:R:3:nbo_charge:R:1
C -1.3582 -0.5601 -1.3676 -0.60
C -0.8543 0.6016 -0.4915 -0.41
C 0.3297 0.2616 0.3510 -0.61
C 1.5977 0.3040 -0.3465 -0.13
C 2.3903 -0.8320 -0.6430 -0.21
C 3.0152 0.3260 0.5686 -0.64
H -2.2614 -0.2735 -1.8837 0.19
H -1.5669 -1.3938 -0.7061 0.20
H -0.6041 -0.8930 -2.0774 0.18
H -0.6665 1.4490 -1.1880 0.16
H -1.7035 0.8802 0.1353 0.20
H -7.6566 -0.3843 3.0493 0.00
H 0.2725 0.5193 1.3922 0.20
H 1.6601 1.0660 -1.1382 0.18
H 2.2058 -1.7289 -0.0825 0.23
H -7.5375 0.2230 3.4571 0.00
H 2.8905 -0.9335 -1.6012 0.22
H 4.0425 0.1857 0.2850 0.27
H 2.7894 -0.1971 1.4852 0.25
H 3.0153 1.3799 0.8022 0.31
```

Results
HOMO level	-5.48	eV
gap between HOMO and LUMO	5.768	eV

=====

--- 3 ---
A 2-piece molecular cluster, C6H14 overall. Source: OMol25; level of theory: ωB97M-V/def2-TZVPD.

```
20
Properties=species:S:1:pos:R:3:nbo_charge:R:1
C -1.6516 1.1003 -0.2348 -0.41
C -0.6653 0.2048 -0.2655 0.05
C -0.9204 -1.2297 -0.6556 -0.66
C 0.7656 0.6178 0.0332 -0.26
C 1.4504 -0.2719 1.0774 -0.60
C 1.5847 0.6632 -1.2623 -0.60
H -1.4694 2.1398 0.0301 0.19
H -2.6777 0.8298 -0.4751 0.19
H -0.4591 -1.4650 -1.6234 0.22
H -1.9929 -1.4293 -0.7378 0.22
H -0.5039 -1.9315 0.0767 0.22
H 0.7253 1.6368 0.4410 0.20
H 1.5818 -1.2972 0.7114 0.20
H 0.8783 -0.3155 2.0117 0.21
H 2.4472 0.1195 1.3114 0.21
H 1.0923 1.2991 -2.0057 0.21
H 2.5888 1.0610 -1.0771 0.21
H 1.6974 -0.3387 -1.6940 0.20
H -2.6017 -0.7468 2.2009 0.00
H -1.8699 -0.6464 2.1374 0.00
```

Results
SMILES	C=C(C)C(C)C.[H][H]
HOMO level	-9.25	eV
gap between HOMO and LUMO	10.402	eV

=====

--- 4 ---
The molecule C6H14. Source: OMol25; level of theory: ωB97M-V/def2-TZVPD.

```
20
Properties=species:S:1:pos:R:3:nbo_charge:R:1
C -0.0408 -0.4253 -2.2877 -0.62
C -0.4818 0.8387 -1.4990 -0.40
C 0.1398 0.9396 -0.0934 -0.39
C 0.2429 -0.3494 0.7242 -0.22
C 1.2935 -0.1869 1.8328 -0.61
C -1.1495 -0.6559 1.2728 -0.62
H -0.8498 -1.1497 -2.3519 0.21
H 0.2065 -0.1847 -3.3212 0.21
H 0.8430 -0.8731 -1.8347 0.20
H -1.5681 0.7505 -1.3896 0.19
H -0.2786 1.7194 -2.0990 0.21
H -0.4485 1.6058 0.5188 0.21
H 1.1642 1.2808 -0.2862 0.20
H 0.5377 -1.2148 0.1382 0.20
H 1.0068 -0.8818 2.6282 0.21
H 1.4277 0.8027 2.2615 0.21
H 2.2757 -0.4936 1.4716 0.21
H -1.7607 -0.8715 0.4128 0.20
H -1.3307 -1.6039 1.7906 0.21
H -1.6686 0.1709 1.7512 0.20
```

Results
SMILES	CCCC(C)C
HOMO level	-10.87	eV
gap between HOMO and LUMO	12.028	eV

=====

The least stable of them is 2.

=====

--- 1 ---
The molecule C4H10N2OS. Source: OMol25; level of theory: ωB97M-V/def2-TZVPD.

```
18
Properties=species:S:1:pos:R:3:nbo_charge:R:1
N 2.8817 0.7259 -0.0068 -0.88
C 2.1849 -0.1615 0.8842 0.79
O 2.8094 -0.7496 1.7020 -0.62
N 0.8631 -0.2879 0.5643 -0.65
C 0.0425 0.5284 -0.3805 -0.23
C -1.0623 -0.1395 -1.1832 -0.42
C -2.2080 -0.8110 -0.4422 -0.49
S -2.9452 0.1688 0.9319 -0.08
H 3.7865 0.8498 0.3683 0.38
H 2.5311 1.6988 -0.1890 0.37
H 0.3470 -0.6842 1.3874 0.39
H -0.4099 1.3819 0.1743 0.20
H 0.6765 0.9807 -1.1224 0.22
H -1.5613 0.6390 -1.8062 0.22
H -0.7323 -0.9152 -1.8843 0.22
H -3.0602 -1.0278 -1.0310 0.22
H -1.9334 -1.7016 0.1016 0.22
H -2.2103 -0.4951 1.9317 0.12
```

Results
SMILES	NC(=O)NCCCS
HOMO level	-9.38	eV
gap between HOMO and LUMO	9.934	eV

=====

--- 2 ---
The molecule C4H10N2OS. Source: OMol25; level of theory: ωB97M-V/def2-TZVPD.

```
18
Properties=species:S:1:pos:R:3:nbo_charge:R:1
H -0.0837 2.7570 -0.2992 0.33
N 0.7336 2.2600 -0.6790 -0.67
C 0.6241 0.9856 -0.3541 0.43
N 1.6315 0.1220 -0.8387 -0.78
S 2.3025 -1.0023 0.2031 0.20
C -0.5319 0.3304 0.4551 0.01
C -0.1760 0.2565 1.9243 -0.65
O -0.9184 -1.0277 0.1839 -0.54
C -1.3722 -1.1450 -1.1794 -0.28
H 2.2944 0.4897 -1.4608 0.40
H 1.6406 -2.0188 -0.2955 0.10
H -1.4006 0.8732 0.1835 0.19
H -0.1609 1.2886 2.5168 0.22
H 0.9124 -0.1198 2.0501 0.24
H -0.9324 -0.5429 2.3572 0.24
H -2.1447 -0.2959 -1.3799 0.17
H -1.8753 -2.1303 -1.3297 0.20
H -0.5430 -1.0804 -2.0576 0.19
```

Results
SMILES	[H]/N=C(/NS)[C@H](C)OC
HOMO level	-9.34	eV
gap between HOMO and LUMO	10.095	eV

=====

--- 3 ---
The molecule C4H10N2OS. Source: OMol25; level of theory: ωB97M-V/def2-TZVPD.

```
18
Properties=species:S:1:pos:R:3:nbo_charge:R:1
C -1.4234 0.6529 1.1531 -0.63
C -1.7489 -0.3394 0.1642 -0.22
N -0.7454 -0.2833 -0.9664 -0.65
C 0.4081 -1.1953 -0.5424 -0.32
C 1.5915 -0.4095 -0.2156 0.04
S 2.9451 -0.9738 0.5346 -0.19
N 1.4571 0.9253 -0.5168 -0.27
O 2.3434 1.9667 -0.1932 -0.53
H -2.1363 0.8444 1.9603 0.23
H -1.1125 1.5931 0.4438 0.21
H -0.5218 0.5038 1.6762 0.21
H -1.6508 -1.4746 0.5321 0.17
H -2.7133 -0.0217 -0.2650 0.21
H -1.2081 -0.7799 -1.6850 0.36
H 0.6443 -2.0926 -1.2874 0.25
H -0.1459 -1.5843 0.4482 0.23
H 0.7097 1.2218 -1.0614 0.41
H 3.3070 1.4464 -0.1794 0.49
```

Results
SMILES	CCNCC(=S)NO
HOMO level	-8.64	eV
gap between HOMO and LUMO	9.387	eV

=====

--- 4 ---
The molecule C4H10N2OS. Source: OMol25; level of theory: ωB97M-V/def2-TZVPD.

```
18
Properties=species:S:1:pos:R:3:nbo_charge:R:1
C 1.3612 0.1587 1.6267 -0.64
C 0.5690 -0.0145 0.3954 -0.03
C 0.2710 -1.5084 -0.1600 -0.57
S 1.5297 -2.4595 -0.9115 -0.03
N -0.7123 0.7476 0.4861 -0.67
C -1.0618 1.1442 -0.8224 0.78
N -2.4075 1.2867 -1.0660 -0.85
O -0.1943 1.4438 -1.5913 -0.64
H 1.5314 1.2525 1.7621 0.23
H 1.1232 -0.4505 2.3830 0.20
H 2.3626 -0.0430 1.3969 0.22
H 1.2472 0.5844 -0.4475 0.26
H -0.3928 -1.4179 -0.9943 0.21
H -0.3108 -1.9772 0.5480 0.22
H 2.4311 -1.6038 -1.3937 0.13
H -1.4983 0.4524 1.0633 0.37
H -3.0571 0.9298 -0.2740 0.39
H -2.7914 1.4752 -2.0010 0.42
```

Results
SMILES	C[C@@H](CS)NC(N)=O
HOMO level	-8.82	eV
gap between HOMO and LUMO	9.453	eV

=====

The least stable of them is 3.